Record 1
The following is a quantum chemistry calculation of a molecular structure, C25H32AgAsN5O3Si at a distorted geometry, from the Open Molecules 2025 dataset.

The value obtained for the energy above the lowest of the compared OMol25 structures with the same formula, charge and spin is 0.0 kcal/mol. The HOMO energy (alpha / beta) is -5.08 / -5.08 eV. Its total charge is -1. The strongest force on any atom comes out at 3.204 eV/A.

Last column: Löwdin charge in e.
Positions of all 68 atoms, in Å:
Ag  1.903  -0.848  1.514  0.684
C  -1.063  -4.465  -0.215  -0.102
C  -2.138  -3.317  -0.371  -0.539
C  -3.007  -3.522  -1.687  -0.096
C  -3.126  -3.204  0.816  -0.111
Si  -1.068  -1.629  -0.435  0.372
O  0.122  -1.740  0.587  -0.455
C  -2.284  -0.293  -0.046  -0.226
C  -3.320  0.043  -0.981  -0.089
C  -4.114  1.191  -0.839  -0.088
C  -3.736  2.108  0.131  -0.103
C  -2.776  1.789  1.104  -0.107
C  -2.035  0.605  1.008  -0.102
C  -0.460  -1.449  -2.204  -0.212
C  -0.592  -0.283  -2.977  -0.073
C  -0.220  -0.253  -4.331  -0.115
C  0.393  -1.277  -4.934  -0.138
C  0.497  -2.472  -4.228  -0.105
C  0.227  -2.488  -2.852  -0.118
H  -1.672  -5.221  0.221  0.045
H  -0.142  -4.248  0.346  0.057
H  -0.678  -4.779  -1.216  0.065
H  -3.463  -4.544  -1.757  0.075
H  -2.345  -3.369  -2.560  0.054
H  -3.804  -2.732  -1.762  0.065
H  -3.643  -4.138  0.857  0.055
H  -3.819  -2.398  0.742  0.053
H  -2.543  -3.074  1.733  0.080
H  -3.542  -0.585  -1.870  0.101
H  -4.954  1.269  -1.512  0.095
H  -4.221  3.083  0.154  0.092
H  -2.502  2.511  1.875  0.087
H  -1.274  0.404  1.795  0.095
H  -1.033  0.667  -2.579  0.085
H  -0.304  0.675  -4.923  0.111
H  0.792  -1.246  -5.930  0.091
H  0.947  -3.404  -4.642  0.100
H  0.588  -3.372  -2.272  0.100
N  4.497  -3.558  3.866  0.041
C  4.907  -2.370  4.538  -0.087
C  4.414  -1.338  3.770  -0.138
N  3.628  -1.830  2.708  -0.026
C  3.783  -3.170  2.795  -0.190
H  4.699  -4.444  4.258  0.130
H  5.653  -2.411  5.349  0.107
H  4.561  -0.268  3.771  0.088
H  3.460  -3.921  2.068  0.130
C  0.389  3.178  1.789  -0.198
As  2.268  2.786  2.010  1.005
C  2.985  3.249  0.234  -0.216
C  3.186  4.062  3.210  -0.216
O  2.572  1.209  2.511  -0.629
H  0.134  3.012  0.749  0.030
H  0.212  4.221  2.072  0.050
H  -0.027  2.338  2.357  0.021
H  2.844  2.447  -0.517  0.042
H  4.066  3.486  0.395  0.030
H  2.515  4.191  -0.175  0.040
H  2.815  5.047  2.939  0.025
H  4.270  4.049  3.176  0.025
H  2.919  3.921  4.280  0.039
O  0.523  2.862  -2.471  -0.153
N  -0.695  3.108  -2.320  -0.091
C  -1.005  4.359  -1.963  -0.365
C  -2.346  4.905  -2.031  -0.217
N  -3.415  5.364  -2.042  0.099
C  -0.032  5.311  -1.689  -0.275
N  0.629  6.214  -1.395  0.117

=====

Record 2
The following is a quantum chemistry calculation of a molecular structure, C25H32As2ClO12PPtS2, from the Open Molecules 2025 dataset.

The value obtained for the energy above the lowest of the compared OMol25 structures with the same formula, charge and spin is 0.0 kcal/mol. The HOMO energy (alpha / beta) is -3.45 / -4.17 eV. Its total charge is -1. The multiplicity is 2. The strongest force on any atom comes out at 0.512 eV/A.

Last column: Löwdin charge in e.
Positions of all 76 atoms, in Å:
Pt  -0.094  0.261  0.164  0.349
C  -4.424  -3.238  2.419  -0.079
C  -3.011  -3.645  2.772  -0.309
O  -2.225  -2.467  3.017  -0.357
P  -1.015  -2.084  2.035  -0.132
S  -0.507  -0.196  2.485  0.277
S  -1.354  -2.414  0.132  0.247
O  0.097  -3.101  2.619  -0.341
C  1.404  -3.065  2.025  -0.332
C  2.265  -4.080  2.739  -0.082
H  -5.027  -4.122  2.201  0.072
H  -4.410  -2.587  1.546  0.062
H  -4.886  -2.695  3.246  0.073
H  -2.565  -4.225  1.963  0.080
H  -2.974  -4.239  3.687  0.113
H  1.810  -2.055  2.121  0.082
H  1.311  -3.292  0.961  0.091
H  2.334  -3.847  3.802  0.074
H  3.271  -4.075  2.316  0.073
H  1.849  -5.083  2.630  0.073
Cl  5.426  0.077  -5.189  0.597
C  3.999  0.232  -4.187  -0.684
C  2.791  0.662  -4.763  -0.107
C  1.672  0.789  -3.992  -0.007
C  1.661  0.491  -2.589  -0.382
O  0.575  0.655  -1.945  -0.217
C  2.910  0.065  -2.033  -0.143
C  3.128  -0.232  -0.634  -0.227
O  2.329  -0.252  0.287  -0.081
C  4.049  -0.052  -2.855  -0.091
H  2.760  0.898  -5.819  0.101
H  0.742  1.136  -4.422  0.114
H  4.188  -0.468  -0.400  0.121
H  4.983  -0.374  -2.408  0.105
C  2.267  3.359  -0.940  -0.020
O  0.862  3.450  -0.684  -0.053
C  0.082  3.589  -1.750  -0.565
O  0.471  3.787  -2.875  0.121
C  -1.363  3.456  -1.368  -0.246
C  -2.211  4.455  -1.589  -0.317
As  -4.147  4.477  -1.344  1.292
C  -4.123  6.161  -0.325  -0.287
C  -4.294  3.205  0.143  -0.304
C  -3.445  2.210  0.407  -0.233
As  -1.835  1.701  -0.623  1.176
C  -2.755  0.989  -2.190  -0.237
C  -3.706  1.171  1.462  -0.599
O  -4.065  0.056  1.183  0.104
O  -3.402  1.605  2.682  -0.047
C  -3.625  0.654  3.735  -0.050
C  -5.577  3.409  0.886  -0.516
O  -6.240  4.417  0.813  0.061
O  -5.956  2.366  1.629  -0.041
C  -7.153  2.549  2.384  -0.028
C  -1.744  5.731  -2.216  -0.566
O  -2.306  6.269  -3.137  0.088
O  -0.633  6.212  -1.642  -0.038
C  -0.025  7.305  -2.334  -0.033
H  2.698  2.936  -0.037  0.099
H  2.675  4.351  -1.138  0.095
H  2.455  2.714  -1.794  0.080
H  -3.827  6.957  -1.007  0.020
H  -3.418  6.098  0.503  0.044
H  -5.124  6.348  0.048  0.007
H  -3.650  1.562  -2.430  0.019
H  -3.007  -0.046  -1.968  0.028
H  -2.040  1.022  -3.010  0.028
H  -3.320  1.160  4.646  0.094
H  -3.031  -0.239  3.567  0.031
H  -4.685  0.393  3.775  0.092
H  -7.307  1.614  2.914  0.094
H  -7.992  2.759  1.723  0.095
H  -7.038  3.375  3.086  0.098
H  0.859  7.562  -1.758  0.093
H  -0.707  8.152  -2.390  0.091
H  0.251  6.997  -3.341  0.101

=====

Record 3
The following is a quantum chemistry calculation of a molecular structure, C25H32BrN3O3ReS4 at a distorted geometry, from the Open Molecules 2025 dataset.

The value obtained for the energy above the lowest of the compared OMol25 structures with the same formula, charge and spin is 10.4 kcal/mol. The HOMO energy (alpha / beta) is -13.51 / -13.37 eV. Its total charge is +2. The multiplicity is 2. The strongest force on any atom comes out at 1.271 eV/A.

Last column: Löwdin charge in e.
Positions of all 69 atoms, in Å:
Re  -0.004  -0.615  0.139  1.070
C  3.119  -1.180  1.670  -0.478
C  2.174  -1.682  2.749  -0.432
S  0.417  -1.242  2.536  0.876
C  -0.341  -2.889  2.614  -0.459
C  -0.002  -3.792  1.442  -0.402
S  -0.275  -2.993  -0.187  0.942
C  1.257  -3.404  -1.066  -0.449
C  2.523  -2.864  -0.439  -0.417
S  2.428  -1.083  0.002  0.891
H  3.993  -1.830  1.599  0.102
H  3.466  -0.177  1.885  0.042
H  2.482  -1.264  3.707  0.094
H  2.205  -2.766  2.842  0.083
H  -1.408  -2.699  2.648  0.069
H  -0.043  -3.352  3.556  0.107
H  -0.648  -4.668  1.469  0.107
H  1.032  -4.132  1.474  0.076
H  1.097  -2.978  -2.055  0.066
H  1.309  -4.489  -1.173  0.109
H  3.353  -2.973  -1.137  0.102
H  2.785  -3.396  0.474  0.077
C  -2.012  3.312  0.508  -0.229
S  -0.435  2.607  0.941  0.936
C  0.627  3.838  0.211  -0.224
O  -0.299  1.425  -0.059  -0.691
H  -2.038  4.331  0.894  0.079
H  -2.791  2.725  0.989  0.050
H  -2.125  3.302  -0.575  0.078
H  0.744  4.657  0.920  0.073
H  0.196  4.191  -0.724  0.073
H  1.581  3.351  0.034  0.050
Br  -5.994  2.766  -0.880  0.788
C  -5.697  1.016  -0.250  -0.655
C  -6.769  0.181  0.048  -0.144
N  -6.612  -1.063  0.488  0.104
C  -5.378  -1.514  0.660  -0.053
C  -4.246  -0.744  0.405  -0.109
C  -4.413  0.548  -0.077  -0.057
C  -2.904  -1.323  0.624  -0.498
O  -2.712  -2.485  0.901  0.032
O  -1.907  -0.430  0.495  -0.262
H  -7.787  0.529  -0.081  0.117
H  -5.273  -2.531  1.019  0.130
H  -3.555  1.153  -0.329  0.089
C  4.431  3.756  3.085  -0.013
N  3.230  3.031  3.506  -0.190
C  2.686  3.304  4.837  -0.012
C  2.581  2.271  2.665  -0.262
N  2.006  1.586  1.920  0.128
H  5.248  3.534  3.770  0.099
H  4.240  4.829  3.090  0.098
H  4.712  3.445  2.082  0.096
H  3.457  3.119  5.584  0.099
H  1.839  2.649  5.026  0.096
H  2.362  4.343  4.907  0.098
C  0.073  -0.605  -1.798  -0.252
C  0.118  -0.626  -3.028  -0.022
C  0.146  -0.673  -4.438  -0.246
C  -0.331  -1.810  -5.111  -0.015
C  -0.306  -1.852  -6.490  -0.050
C  0.196  -0.769  -7.205  -0.035
C  0.672  0.361  -6.549  -0.050
C  0.646  0.415  -5.170  -0.013
H  -0.727  -2.638  -4.539  0.119
H  -0.678  -2.721  -7.014  0.117
H  0.213  -0.805  -8.286  0.120
H  1.059  1.195  -7.118  0.116
H  1.011  1.286  -4.641  0.121